1.
Formula: C16H31N2O3PSZr
Source: the OMol25 dataset
Level of theory: ωB97M-V/def2-TZVPD

The geometry in XYZ format:
```
55
Properties=species:S:1:pos:R:3:nbo_charge:R:1
H 4.71 -3.27 3.08 0.264
C -0.18 0.72 -3.09 -0.473
S 2.36 0.73 2.32 0.172
H -2.73 -2.63 -1.89 0.301
H -4.10 0.71 -1.22 0.244
H -1.43 4.41 -1.66 0.287
H 4.99 -2.09 4.36 0.262
H -0.39 3.95 1.75 0.097
C 4.24 -2.56 3.76 -0.219
C -1.15 1.02 -4.27 -0.630
O -1.84 0.15 2.01 -0.255
C -1.92 -1.97 -1.57 -0.621
H -1.03 -2.25 -2.10 0.198
H -2.68 1.86 0.59 0.198
C -0.99 3.45 -1.95 -0.641
H -0.55 3.58 1.09 -0.097
P -0.96 0.64 -1.35 0.948
H -2.62 -0.38 -2.84 0.299
H -1.63 0.10 -4.59 0.237
H -0.55 1.38 -5.11 0.291
H 2.51 -3.83 3.92 0.230
H -0.02 -1.34 -3.69 0.253
H -3.54 3.18 -0.24 0.289
H 1.28 -2.54 5.58 0.270
H -1.75 -2.17 -0.53 0.181
H -0.01 3.38 -1.50 0.190
H 0.51 1.60 -2.99 0.244
H -3.47 -0.32 0.07 0.198
H -2.01 3.47 0.43 0.248
H 1.33 -0.29 -4.17 0.293
H 4.33 -1.10 2.17 0.438
O 2.05 2.54 -1.07 -0.250
N 3.69 -1.49 2.87 -0.509
C 0.63 -0.53 -3.37 -0.577
N 1.85 -1.06 4.21 -0.495
H 1.12 -0.40 4.45 0.440
C 3.12 -3.16 4.56 -0.457
C -0.79 0.01 1.35 0.418
C -2.35 -0.53 -1.76 -0.518
C 2.23 -2.11 5.22 -0.224
C 1.66 1.51 -0.56 0.463
C 2.62 -0.70 3.13 0.201
Zr 1.13 -0.60 0.32 1.461
C -3.66 -0.25 -0.98 -0.607
H 3.52 -3.82 5.33 0.307
H 1.23 -0.92 -2.54 0.121
C 1.40 -2.41 -0.57 0.341
H -1.91 1.77 -4.06 0.247
O 1.50 -3.48 -1.02 -0.071
C -1.90 2.35 -1.40 -0.392
H -0.88 3.46 -3.04 0.249
C -2.58 2.70 -0.09 -0.654
H 2.70 -1.57 6.02 0.259
H -4.38 -1.03 -1.25 0.277
H -2.69 2.15 -2.13 0.279
```

Properties
* max |F|: 0.2593 Eh/bohr
* energy above the lowest of the compared OMol25 structures with the same formula, charge and spin: 66.8 kcal/mol
* LUMO energy: -17.34 eV
* orbital gap: 5.182 eV
* E_HOMO: -22.52 eV
* total charge: +4

2.
Formula: C4H12F6InN3O14S6
Source: the OMol25 dataset
Level of theory: ωB97M-V/def2-TZVPD

The geometry in XYZ format:
```
46
Properties=species:S:1:pos:R:3:nbo_charge:R:1
H 1.96 -2.15 -0.20 0.510
F -0.27 3.99 -1.41 -0.508
C 3.19 -0.66 0.04 -0.065
S -4.42 -0.62 -2.00 2.358
F -3.25 -1.48 -2.80 -0.502
F 1.83 1.36 1.49 -0.505
C 4.04 -1.96 -0.25 -0.660
N -0.11 -1.95 -2.40 -1.095
C -0.82 0.60 3.35 -0.062
H 4.18 -2.53 0.67 0.227
H -1.06 2.27 4.48 0.206
H 3.60 -0.31 0.99 0.193
N 1.14 2.56 -0.34 -1.038
H -0.09 -0.14 3.01 0.178
H -1.67 0.09 3.80 0.197
O 1.86 -1.24 0.11 -0.748
N -3.38 -0.32 -0.72 -1.105
O -1.07 1.31 2.13 -0.709
S -0.47 -3.38 -2.55 2.414
O -0.40 4.17 0.96 -0.848
O 1.54 5.16 -0.34 -0.774
O -4.67 0.49 -2.87 -0.830
O -5.62 0.65 0.28 -0.824
H 5.02 -1.54 -0.47 0.239
F -3.63 0.31 1.53 -0.522
O -4.81 -1.61 0.91 -0.804
H -1.65 2.04 2.33 0.505
S 1.16 -2.08 -3.62 2.299
S -4.52 -0.31 0.33 2.380
F 1.63 -0.52 -3.34 -0.512
O -5.48 -1.62 -1.90 -0.772
O 2.16 3.57 2.08 -0.807
In -0.61 0.25 -0.61 1.619
H 3.23 0.18 -0.64 0.195
S 0.66 4.00 -0.07 2.340
H 0.20 1.15 5.14 0.232
F -1.70 -3.26 -1.50 -0.511
O 2.38 -2.81 -3.31 -0.812
H 0.57 2.29 3.80 0.242
C -0.19 1.65 4.25 -0.630
O 0.39 -4.32 -1.88 -0.868
H 3.68 -2.53 -1.11 0.232
O 3.65 2.42 0.54 -0.844
O 0.61 -1.99 -4.99 -0.780
S 2.31 2.71 0.90 2.355
O -1.09 -3.89 -3.74 -0.787
```

Properties
* max |F|: 0.2259 Eh/bohr
* LUMO energy: -8.24 eV
* orbital gap: 3.116 eV
* E_HOMO: -11.35 eV
* total charge: 0

3.
Formula: C40H40N10O14
Source: the OMol25 dataset
Level of theory: ωB97M-V/def2-TZVPD

The geometry in XYZ format:
```
104
Properties=species:S:1:pos:R:3:lowdin_charge:R:1
H 1.94 -5.35 -4.03 0.105
H -2.53 2.32 1.44 0.119
H -7.57 -3.82 4.75 0.109
H 0.94 -4.75 -6.21 0.114
N -2.54 1.94 2.41 0.173
H -3.03 7.77 -0.50 0.106
O 0.10 -1.25 -0.33 -0.223
C 8.98 -5.25 -0.24 0.010
H -0.10 -2.05 -2.16 0.067
C -0.16 -3.05 -5.42 -0.153
C 11.27 -5.19 -1.01 -0.076
C -0.77 -1.03 0.87 -0.352
C -1.93 9.79 -4.07 -0.067
C -7.47 -4.09 1.35 -0.060
N -1.20 4.88 2.63 -0.322
H 9.45 -7.29 -2.96 0.118
H 1.87 -4.54 0.62 0.117
H -4.33 8.98 1.24 0.111
C -0.45 -2.28 -4.28 0.006
C -3.00 10.13 -4.89 -0.071
C 10.97 -6.09 -2.03 -0.071
C 1.17 1.47 3.13 -0.233
H -6.45 -2.75 0.02 0.123
O 6.46 -6.28 -0.58 0.056
C 0.97 -3.74 -2.97 -0.055
C -6.22 -2.16 2.10 -0.136
O -0.54 4.34 1.74 0.034
H -7.83 -4.73 0.55 0.111
C -3.70 8.14 1.52 -0.063
H 1.39 0.56 1.05 0.141
H -3.09 -0.51 3.80 0.060
O 7.09 -7.53 -2.28 0.065
O -1.18 4.56 3.82 0.051
C -2.08 6.00 2.24 -0.146
H 10.53 -4.06 0.67 0.109
H 12.29 -4.81 -0.90 0.106
H 0.62 -0.30 4.10 0.043
H -8.38 -5.27 2.91 0.110
C -6.53 -2.46 3.43 -0.001
N -0.77 -2.70 -6.70 -0.331
O -0.52 -3.42 -7.68 0.049
C 2.33 -5.50 0.83 0.003
C 3.48 -8.00 1.38 -0.067
C 10.28 -4.77 -0.12 -0.065
C 3.69 -5.60 1.19 -0.143
C 4.26 -6.84 1.46 -0.016
H 0.25 2.10 1.09 0.114
H 8.22 -4.91 0.45 0.112
N 7.31 -6.69 -1.39 -0.311
C -7.78 -4.39 2.68 -0.068
C -2.97 7.46 0.54 -0.061
H -0.99 10.07 -2.15 0.119
C -7.32 -3.58 3.72 -0.065
H 1.52 -8.80 0.98 0.105
C 0.54 1.10 1.65 -0.142
C 1.27 -4.49 -4.10 -0.073
H -2.77 6.37 4.27 0.119
O 3.95 -3.29 1.08 0.063
H 3.92 -8.97 1.60 0.107
O -4.95 -0.33 2.75 0.004
C 9.67 -6.58 -2.16 -0.002
H 2.05 -0.39 3.12 0.084
H -3.51 1.88 2.81 0.107
N -2.07 -0.36 3.68 0.120
H -1.17 9.10 -4.42 0.110
C -6.69 -2.97 1.06 0.010
O -3.66 12.54 -0.62 0.060
C 0.12 -2.64 -3.05 -0.046
H -1.11 -1.42 -4.33 0.117
H -3.07 9.69 -5.89 0.110
O -1.62 -2.04 1.15 -0.121
C -2.15 6.39 0.90 0.001
C -3.63 7.74 2.86 -0.061
C -1.83 10.34 -2.79 -0.007
C -3.98 11.02 -4.45 -0.066
H 1.41 -4.01 -2.01 0.100
N -5.37 -1.00 1.80 -0.298
C 8.68 -6.16 -1.26 -0.137
H -4.67 12.26 -2.84 0.119
H -6.18 -1.84 4.25 0.116
H 2.22 1.99 2.93 0.134
O -1.51 -1.71 -6.74 0.049
H 5.31 -6.94 1.73 0.112
H -1.59 5.87 0.13 0.119
H 0.51 -6.59 0.48 0.110
O 5.70 -4.51 1.59 0.041
C 2.13 -7.90 1.03 -0.077
H -4.81 11.27 -5.10 0.110
C -2.83 11.23 -2.34 -0.148
C -2.82 6.67 3.23 0.000
C -3.90 11.57 -3.17 -0.001
N 4.50 -4.38 1.29 -0.317
C 0.70 -4.15 -5.33 -0.014
H 0.44 2.15 3.76 0.105
O -5.13 -0.76 0.61 0.090
C -1.77 0.64 2.55 -0.145
H -1.64 0.10 4.52 0.103
C 1.56 -6.66 0.76 -0.065
N -0.72 0.26 1.71 -0.017
O -1.77 11.47 -0.29 0.057
H -4.20 8.28 3.61 0.111
N -2.75 11.79 -0.99 -0.328
H 11.74 -6.41 -2.72 0.107
N 1.53 0.16 3.87 -0.041
```

Properties
* max |F|: 0.1750 Eh/bohr
* LUMO energy: -1.49 eV
* orbital gap: 6.521 eV
* E_HOMO: -8.01 eV
* total charge: 0

4.
Formula: C11H17Cl2NO2Os
Source: the OMol25 dataset
Level of theory: ωB97M-V/def2-TZVPD

The geometry in XYZ format:
```
34
Properties=species:S:1:pos:R:3:lowdin_charge:R:1
H 3.08 -0.55 0.71 0.049
Os -1.39 0.42 1.04 1.010
H -1.34 -3.35 -0.35 0.066
N -0.89 2.19 3.74 -0.030
H -3.01 0.30 -1.51 0.037
H 1.70 -3.14 -0.54 0.079
Cl -3.29 -0.31 1.27 0.030
H 1.25 1.99 -2.36 0.079
H 2.06 -2.44 1.03 0.065
H 2.33 3.17 1.99 -0.098
H 3.21 0.48 -0.59 0.075
C 0.60 -1.35 -0.02 -0.257
C -0.93 0.09 -1.04 -0.504
C 0.33 0.80 -0.81 -0.304
O -0.24 -0.35 2.49 -0.464
C -1.64 -2.42 -0.86 -0.083
C -2.04 0.47 -1.96 -0.130
C -0.75 -1.25 -0.51 -0.375
C 2.57 0.33 0.30 -0.079
H -2.02 -0.13 -2.88 0.071
H 0.55 -3.35 0.78 0.066
C -1.11 1.56 2.79 -0.574
C 1.25 -2.63 0.33 -0.059
C 1.21 -0.07 -0.11 -0.246
Cl -2.06 2.59 0.36 -0.011
C 0.74 2.09 -1.39 -0.072
H -2.69 -2.25 -0.61 0.028
H -0.84 -1.08 2.78 -0.008
H 2.63 1.29 0.97 0.029
H -1.98 1.52 -2.25 0.045
O 3.04 2.79 1.37 -0.596
H 1.43 2.57 -0.68 0.071
H -0.14 2.71 -1.54 0.024
H -1.64 -2.66 -1.93 0.067
```

Properties
* max |F|: 0.1591 Eh/bohr
* energy above the lowest of the compared OMol25 structures with the same formula, charge and spin: 0.0 kcal/mol
* LUMO energy (alpha / beta): 4.86 / 4.77 eV
* orbital gap (alpha / beta): 4.445 / 4.987 eV
* ⟨S²⟩: 6.04
* E_HOMO (alpha / beta): 0.41 / -0.22 eV
* total charge: -2
* 2S+1: 5

5.
Formula: C15H25N5O3
Source: the OMol25 dataset
Level of theory: ωB97M-V/def2-TZVPD

The geometry in XYZ format:
```
48
Properties=species:S:1:pos:R:3:nbo_charge:R:1
C 0.26 0.84 1.76 -0.130
C 3.39 -1.81 -2.82 -0.227
C -0.75 -1.35 -4.77 -0.416
H 0.77 1.02 -0.70 0.419
H 3.07 0.89 2.01 0.218
H 1.87 1.86 5.17 0.219
H 0.21 -2.44 -3.23 0.394
H 1.00 -1.87 -1.28 0.226
C -0.05 1.41 4.19 0.098
N 1.00 0.05 -0.49 -0.602
H -0.83 0.94 1.56 0.243
N 0.02 -1.51 -3.56 -0.591
N -1.34 1.91 4.40 -0.483
H -0.27 -0.56 3.43 0.250
H -1.53 -2.11 -4.80 0.204
O 2.25 3.84 1.54 -0.624
C 1.34 -0.88 -1.58 -0.108
N 0.81 2.21 1.59 -0.620
C 4.80 -1.38 -3.19 -0.595
C 0.38 0.34 3.22 -0.424
N 0.07 2.96 5.74 -0.513
H -2.05 3.45 5.75 0.208
C 0.82 2.04 5.04 -0.121
H 4.77 -0.37 -3.59 0.210
H 4.07 2.26 1.45 0.246
C 2.84 -0.84 -1.81 -0.398
H -0.12 -1.41 -5.66 0.198
C 0.72 -0.26 0.75 0.668
H 3.18 1.40 0.36 0.238
C 3.16 1.72 1.37 -0.720
O 0.32 0.68 -3.21 -0.652
C 2.05 2.66 1.51 0.672
H 1.39 0.08 3.46 0.215
H 5.19 -2.02 -3.96 0.209
H -1.21 -0.40 -4.76 0.235
H 2.79 -1.82 -3.72 0.196
C 0.52 -0.50 -2.85 0.663
H 3.78 -3.90 -2.99 0.210
H 5.48 -1.37 -2.31 0.204
C 3.40 -3.22 -2.23 -0.601
H 4.07 -3.22 -1.37 0.207
H 3.30 -0.99 -0.85 0.217
C -1.21 2.87 5.35 0.162
H 0.15 2.95 1.71 0.414
O 0.75 -1.43 1.08 -0.650
H 2.40 -3.49 -1.88 0.199
H 3.08 0.17 -2.14 0.215
H 0.41 3.74 6.28 0.419
```

Properties
* max |F|: 0.0667 Eh/bohr
* energy above the lowest of the compared OMol25 structures with the same formula, charge and spin: 15.0 kcal/mol
* LUMO energy: 0.67 eV
* orbital gap: 9.516 eV
* SMILES: CNC(=O)[C@@H](CC(C)C)NC(=O)[C@@H](Cc1c[nH]cn1)NC(C)=O
* E_HOMO: -8.85 eV
* total charge: 0

6.
Formula: C18H38B2Br2F3I2N4O10P2
Source: the OMol25 dataset
Level of theory: ωB97M-V/def2-TZVPD

The geometry in XYZ format:
```
81
Properties=species:S:1:pos:R:3:lowdin_charge:R:1
H -6.01 2.00 -0.68 0.086
H 7.27 2.54 -1.03 0.079
O -3.92 4.09 -1.04 0.193
P -0.47 2.89 -1.34 0.675
O -2.39 0.81 3.01 0.169
F 4.86 -0.89 -4.45 0.123
H 9.65 -0.16 0.09 0.081
I -0.75 -2.69 1.94 1.241
C 7.89 1.65 -1.06 -0.060
H 2.26 1.40 3.01 0.089
N 0.47 0.51 2.23 -0.098
C 8.60 -0.40 0.22 -0.059
C 3.14 -1.35 -2.90 -0.090
H 2.43 0.57 1.44 0.079
N -3.24 0.50 0.26 -0.012
P -2.29 -4.32 -0.68 0.336
Br -1.04 4.40 -2.85 0.561
N -2.14 2.30 -0.95 0.002
H 8.48 -0.96 1.15 0.079
H -3.56 4.31 -0.19 0.103
C 7.73 0.85 0.23 -0.497
H 8.01 1.47 1.08 0.136
H -1.07 -0.49 -1.34 0.144
H -3.01 -2.20 5.33 0.103
H -3.02 -2.17 -1.32 0.054
C 1.49 -0.28 -1.49 -0.197
C -2.82 -1.23 4.87 -0.034
H 0.05 0.75 3.12 0.103
O -3.24 -1.33 3.51 -0.090
C -1.73 -1.58 0.34 -0.673
N -0.91 0.76 0.27 -0.045
H 8.92 1.95 -1.23 0.081
O -3.04 -4.88 0.45 -0.340
H -3.11 2.06 -3.34 0.106
H -3.75 -5.17 -1.94 0.091
C -2.11 -2.52 -0.82 -0.314
H -1.32 -2.43 -1.57 0.096
H 3.07 -2.43 -2.97 0.147
H 2.25 -0.35 2.91 0.088
O 6.36 0.51 0.44 -0.062
H 0.93 -0.24 -2.43 0.128
H 8.30 -1.06 -0.61 0.079
B -2.81 -0.44 2.60 -0.899
C -4.50 1.17 0.60 -0.196
H 1.24 -0.84 0.53 0.069
H 6.09 -0.04 -0.30 0.059
H 2.56 -0.92 -3.72 0.140
O -0.32 3.91 -0.09 -0.327
H -4.28 2.24 0.64 0.118
H -3.40 -0.48 5.40 0.102
H 0.76 -2.08 -0.63 0.115
C -5.78 1.02 -0.28 -0.718
O -2.95 -4.65 -2.10 -0.116
H -1.76 -1.01 4.94 0.091
O -0.78 -4.78 -0.87 -0.138
H 0.80 1.93 0.75 0.097
C -0.04 1.43 1.24 -0.212
H -0.62 2.22 1.71 0.119
H -0.98 3.84 0.59 0.055
F 4.86 0.28 -2.60 0.129
C 1.93 0.56 2.41 -0.080
C -0.72 -0.57 -0.31 -0.306
H -2.55 1.49 2.36 0.074
C -2.15 1.24 -0.13 -0.296
O 2.75 -0.90 -1.63 -0.097
H -4.78 0.89 1.61 0.113
H -7.90 0.89 -0.02 0.086
Br -5.57 -0.15 -1.80 0.724
C 4.58 -0.95 -3.12 -0.536
C -2.92 -0.79 1.00 -0.536
B -3.28 3.05 -1.66 -0.945
H 1.66 0.76 -1.19 0.098
C -7.00 0.58 0.51 -0.171
C 0.72 -1.01 -0.40 -0.151
O -3.61 2.77 -2.94 0.157
I -4.68 -2.05 0.94 1.309
H -0.74 -5.62 -1.33 0.095
H 7.56 1.05 -1.91 0.073
H -7.05 -0.49 0.63 0.006
H -7.02 1.06 1.49 0.091
F 5.48 -1.82 -2.56 0.122
```

Properties
* max |F|: 0.0262 Eh/bohr
* LUMO energy: -3.61 eV
* orbital gap: 7.933 eV
* E_HOMO: -11.55 eV
* total charge: +1

7.
Formula: C21H36ClFN5O7PS2
Source: the OMol25 dataset
Level of theory: ωB97M-V/def2-TZVPD

The geometry in XYZ format:
```
74
Properties=species:S:1:pos:R:3:lowdin_charge:R:1
C 0.63 2.39 -0.55 -0.385
H -1.22 -0.89 2.10 0.107
H 3.19 -4.36 1.82 0.061
H -1.24 0.35 3.37 0.112
H 2.18 0.49 2.48 0.098
H -0.26 -0.74 -3.13 0.106
H -3.46 0.44 4.33 0.080
C 2.32 3.63 0.62 -0.498
H -3.31 -3.39 -0.88 0.072
N 1.48 -1.89 1.64 -0.109
H 2.62 1.34 -2.32 0.102
C 3.05 -1.58 -1.49 -0.259
H 4.71 -3.31 -0.63 0.113
N 2.05 2.63 -0.35 0.153
H 1.60 1.87 -4.58 0.081
C 1.01 1.70 -3.68 -0.093
C -3.06 0.20 2.23 -0.245
H 2.91 -1.52 -2.56 0.117
S -3.21 2.67 3.52 0.896
C 3.44 -5.01 -0.24 -0.209
C -0.80 1.06 1.39 -0.196
C 0.15 0.91 -0.78 -0.573
P 2.31 -0.83 0.89 0.489
H -6.52 5.08 1.64 0.101
H 0.82 2.69 -3.25 0.069
H -1.84 -3.16 0.05 0.073
C 1.80 0.78 -2.75 -0.173
N -4.66 4.02 1.69 -0.131
C -1.71 -2.33 -1.89 -0.266
H 0.87 -2.41 1.03 -0.008
H -1.84 -4.39 -1.19 0.073
C 3.91 -4.91 1.22 -0.100
S -6.03 3.50 3.88 0.715
C 1.11 -0.01 -1.60 -0.346
H 4.86 -4.39 1.30 0.067
H -1.54 -2.73 -2.90 0.121
H 4.10 -4.08 -2.09 0.121
H -3.48 -0.81 2.17 0.112
C 0.31 -1.13 -2.28 -0.203
H 1.01 -1.85 -2.71 0.127
O -0.19 0.28 0.37 -0.147
H 4.43 -0.43 0.63 0.082
H 4.05 -5.90 1.65 0.064
C -4.71 3.45 2.95 -1.055
H 2.28 0.04 -3.40 0.105
H 4.10 -1.37 -1.29 0.122
O 2.42 4.80 0.41 0.185
O -0.50 -1.81 -1.36 -0.152
H -0.04 1.63 1.92 0.121
O -0.14 3.31 -0.54 0.131
H 3.82 -5.91 -0.70 0.102
H 2.46 3.00 -1.20 0.139
H -3.35 0.70 1.31 0.105
H -4.81 0.88 3.31 0.066
H 0.05 1.31 -3.99 0.049
C -3.72 0.93 3.39 -0.458
H -2.74 3.36 0.86 0.072
C -4.07 4.62 -0.32 -0.126
O 2.74 -2.89 -1.07 -0.131
O 3.88 -1.08 1.08 -0.130
N -5.30 5.19 -0.07 0.084
C 3.83 -3.79 -1.07 -0.226
F 2.49 3.11 1.84 0.120
C -1.52 0.12 2.35 -0.144
O 2.18 0.63 1.52 -0.155
N 2.20 -0.63 -0.79 -0.069
H -1.51 1.76 0.96 0.068
C -5.62 4.83 1.11 -0.180
H -3.54 4.75 -1.24 0.105
Cl -1.43 1.14 -1.73 0.815
H -2.44 -1.53 -1.96 0.095
H 2.35 -5.02 -0.22 0.109
C -3.65 3.91 0.74 -0.084
C -2.22 -3.40 -0.95 -0.055
```

Properties
* max |F|: 0.0205 Eh/bohr
* energy above the lowest of the compared OMol25 structures with the same formula, charge and spin: 0.0 kcal/mol
* LUMO energy: -0.74 eV
* orbital gap: 8.030 eV
* SMILES: CCCOCN([C@@](CC)(COCC)[C@@](Cl)(OCCCCSC(=S)n1ccnc1)C(=O)NC(=O)F)P(=N)(O)O
* E_HOMO: -8.77 eV
* total charge: 0

8.
Formula: CH3BrOS
Source: the OMol25 dataset
Level of theory: ωB97M-V/def2-TZVPD

The geometry in XYZ format:
```
7
Properties=species:S:1:pos:R:3:nbo_charge:R:1
Br -2.35 0.62 -0.13 -0.216
S -0.69 -0.88 -0.59 1.302
C 0.39 0.48 0.03 -0.702
O -0.74 -1.95 0.32 -0.875
H 0.67 1.02 0.99 0.264
H 0.57 1.19 -0.73 0.204
H 2.14 -0.48 0.11 0.022
```

Properties
* max |F|: 0.0895 Eh/bohr
* energy above the lowest of the compared OMol25 structures with the same formula, charge and spin: 90.4 kcal/mol
* LUMO energy: -0.90 eV
* orbital gap: 8.833 eV
* E_HOMO: -9.74 eV
* total charge: 0

9.
Formula: C3H8NO2S
Source: the OMol25 dataset
Level of theory: ωB97M-V/def2-TZVPD

The geometry in XYZ format:
```
15
Properties=species:S:1:pos:R:3:nbo_charge:R:1
H 1.37 -1.97 0.24 0.254
H -0.15 -2.49 -0.76 0.145
H 1.36 -2.50 -1.56 0.180
H -1.03 -0.02 1.61 0.215
H -2.17 0.57 -0.29 0.207
C 0.85 -1.99 -0.75 -0.482
O 2.38 -0.43 1.40 -0.926
C -0.57 0.72 0.93 -0.605
N 0.81 -0.68 -1.35 -0.902
H 0.13 1.20 1.65 0.240
H -1.23 2.07 -0.71 0.235
H -2.23 2.07 0.70 0.194
O 1.18 1.63 -0.93 -0.967
S 0.96 0.39 -0.25 1.852
C -1.63 1.42 0.07 -0.641
```

Properties
* max |F|: 0.0644 Eh/bohr
* energy above the lowest of the compared OMol25 structures with the same formula, charge and spin: 176.6 kcal/mol
* LUMO energy (alpha / beta): 3.79 / 3.92 eV
* orbital gap (alpha / beta): 7.941 / 7.631 eV
* E_HOMO (alpha / beta): -4.15 / -3.71 eV
* total charge: -1